Entry from the OMol25 dataset: a single ClH2NO2Si molecule in a non-equilibrium geometry (wB97M-V/def2-TZVPD).

Element x y z (Å)
N (3.402, 0.939, 0.362)
O (1.735, 0.974, 0.741)
O (3.860, -0.077, 0.622)
Si (0.038, 1.061, 0.168)
Cl (-1.095, 2.085, -1.150)
H (-0.510, -0.237, 0.132)
H (-0.049, 2.138, 1.023)

Computed properties:
E: -26014.759 eV
E_LUMO: -1.0 eV
E_HOMO: -9.979 eV
SMILES: O=NO[SiH2]Cl